--- A ---
C19H24N2O6 | ωB97M-V/def2-TZVPD

XYZ file:
```
51
Properties=species:S:1:pos:R:3
C -5.0806 -0.9162 -1.0399
C -4.0354 0.1911 -1.0209
O -2.8051 -0.2561 -0.4614
C -1.9622 -0.9094 -1.2923
O -2.2459 -1.1114 -2.4540
C -0.7409 -1.2978 -0.5847
C 0.3115 -1.9419 -1.1558
C 0.3391 -2.3111 -2.6013
N 1.4189 -2.2954 -0.4125
C 2.5698 -2.9815 -0.9793
C 3.6133 -2.0448 -1.5998
C 3.9898 -0.9132 -0.6450
C 2.9340 0.1642 -0.6684
O 2.2712 0.4542 -1.6312
O 2.8180 0.7934 0.5016
C 1.4657 -2.1202 0.9725
O 2.4118 -2.5001 1.6347
N 0.3805 -1.5678 1.5421
C -0.7196 -0.9019 0.8713
C -0.6093 0.5996 1.0824
C -0.9151 1.1313 2.3260
C -0.7744 2.4830 2.5896
C -0.3176 3.3383 1.5926
O -0.1326 4.6784 1.7339
C -0.4249 5.2723 2.9754
C -0.0160 2.8097 0.3360
C -0.1624 1.4596 0.0855
H -5.2319 -1.3089 -0.0371
H -6.0217 -0.5237 -1.4145
H -4.7503 -1.7222 -1.6902
H -4.3490 1.0195 -0.3816
H -3.8535 0.5528 -2.0382
H 0.4312 -3.3889 -2.7238
H 1.1809 -1.8270 -3.0893
H -0.5762 -1.9840 -3.0805
H 3.0370 -3.5086 -0.1425
H 2.2426 -3.7161 -1.7151
H 4.4938 -2.6419 -1.8385
H 3.2401 -1.6001 -2.5236
H 4.1110 -1.2726 0.3767
H 4.9265 -0.4495 -0.9628
H 2.1158 1.4697 0.4607
H 0.4705 -1.4042 2.5342
H -1.6506 -1.2398 1.3521
H -1.2797 0.4821 3.1098
H -1.0276 2.8551 3.5697
H 0.2017 4.8629 3.7744
H -0.2052 6.3316 2.8537
H -1.4800 5.1506 3.2409
H 0.3245 3.4828 -0.4354
H 0.0685 1.0741 -0.8964
```

Calculated values
- Kohn-Sham gap: 0.337 Ha
- LUMO level: 0.7 eV
- HOMO level: -8.49 eV
- SMILES string: CCOC(=O)C1=C(C)N(CCCC(=O)O)C(=O)N[C@H]1c1ccc(OC)cc1
- Charge: 0
- 2S+1: 1


--- B ---
C19H24N2O6 | ωB97M-V/def2-TZVPD

XYZ file:
```
51
Properties=species:S:1:pos:R:3
C 5.1667 3.8242 -0.6154
C 5.7026 2.8575 0.4372
O 5.5476 1.5046 0.0628
C 4.3298 0.9125 0.1423
C 3.1857 1.4738 0.6870
C 1.9978 0.7606 0.7482
C 1.9376 -0.5320 0.2539
C 0.7079 -1.3643 0.2565
O 0.5233 -2.2739 -0.5315
N -0.1843 -1.0884 1.2468
C -1.4932 -1.6814 1.2550
C -2.5630 -0.6109 1.3554
O -2.3250 0.5606 1.5084
O -3.7781 -1.1398 1.2958
C -4.8976 -0.2386 1.3811
C -5.2322 0.3392 0.0506
C -5.8900 -0.3148 -1.0327
C -6.4102 -1.7022 -1.0623
N -5.9865 0.4950 -2.0512
O -5.4108 1.6720 -1.6964
C -4.9484 1.5880 -0.4425
C -4.2740 2.7644 0.1542
C 3.0786 -1.0971 -0.3215
C 4.2708 -0.4041 -0.3809
O 5.4297 -0.8568 -0.9241
C 5.4971 -2.1767 -1.4256
C 5.6321 -3.2215 -0.3213
H 5.3629 4.8477 -0.3077
H 5.6598 3.6392 -1.5661
H 4.0963 3.6949 -0.7543
H 5.2413 3.0476 1.4146
H 6.7841 2.9848 0.5385
H 3.2014 2.4796 1.0756
H 1.1249 1.2506 1.1533
H -0.0712 -0.2580 1.8072
H -1.6112 -2.2527 0.3279
H -1.6161 -2.3735 2.0982
H -4.6587 0.5586 2.0914
H -5.7182 -0.8532 1.7569
H -5.6130 -2.4026 -0.8202
H -6.8027 -1.9216 -2.0503
H -7.2038 -1.8200 -0.3254
H -4.0025 3.4626 -0.6323
H -3.3826 2.4427 0.6891
H -4.9389 3.2663 0.8566
H 2.9794 -2.0938 -0.7201
H 4.6322 -2.3939 -2.0640
H 6.3961 -2.1799 -2.0487
H 5.7539 -4.2064 -0.7636
H 6.5018 -2.9979 0.2913
H 4.7528 -3.2287 0.3177
```

Calculated values
- Kohn-Sham gap: 0.325 Ha
- LUMO level: 0.7 eV
- HOMO level: -8.18 eV
- SMILES string: CCOc1ccc(C(=O)NCC(=O)OCc2c(C)noc2C)cc1OCC
- Charge: 0
- 2S+1: 1


A takes first place; second place is 0.0871 hartree up.


--- A ---
H24HeO12 | ωB97M-V/def2-TZVPD

XYZ file:
```
37
Properties=species:S:1:pos:R:3
He -0.1889 0.5298 -0.2719
O -3.6995 -0.6352 0.1750
H -3.1477 -1.3964 -0.0050
H -4.5020 -1.0028 0.5454
O 1.9362 -1.4420 2.0897
H 2.2472 -1.7521 1.2393
H 1.0220 -1.7230 2.1280
O -1.6184 -2.4180 -0.7658
H -0.8615 -2.1828 -1.3024
H -1.2671 -2.5030 0.1206
O 2.3874 2.6998 -1.4922
H 3.2807 3.0076 -1.3386
H 2.1117 2.3344 -0.6515
O -1.0359 3.3618 -1.3108
H -1.4921 2.7729 -0.7098
H -1.4560 3.2127 -2.1579
O 1.0115 0.9031 -3.4401
H 1.2717 1.4274 -2.6827
H 0.7931 0.0458 -3.0748
O -0.6838 -2.3901 1.8088
H -1.3173 -2.0497 2.4405
H -0.5174 -3.2879 2.0960
O -3.0281 2.0155 0.4366
H -3.8169 2.4888 0.1722
H -3.2778 1.0923 0.3980
O 0.6919 -1.8999 -2.6381
H 0.8649 -2.6720 -3.1768
H 1.3702 -1.9215 -1.9630
O 1.6102 2.0354 1.4455
H 1.5474 2.9390 1.7550
H 1.8421 1.5303 2.2249
O -0.1985 0.7815 3.5795
H -0.2108 0.6968 2.6261
H -0.7957 1.5065 3.7638
O 2.6636 -1.9672 -0.6216
H 3.4003 -1.3762 -0.4663
H 3.0637 -2.7615 -0.9757
```

Calculated values
- Kohn-Sham gap: 0.359 Ha
- LUMO level: -0.1 eV
- HOMO level: -9.90 eV
- Charge: 0
- 2S+1: 1


--- B ---
H24HeO12 | ωB97M-V/def2-TZVPD

XYZ file:
```
37
Properties=species:S:1:pos:R:3
He 0.0127 0.1237 0.2044
O 1.1660 -2.1944 -2.9770
H 0.4343 -1.6485 -2.6891
H 1.0791 -3.0002 -2.4677
O 3.6323 -1.7371 -1.1537
H 3.0655 -1.5546 -1.9031
H 3.5964 -0.9395 -0.6257
O -2.5515 -2.4058 -0.0836
H -3.1075 -2.3898 -0.8626
H -2.4751 -1.4875 0.1755
O -0.9120 0.3390 3.3935
H -1.0833 -0.1231 4.2141
H -1.7483 0.3198 2.9282
O -2.8812 0.6291 1.1114
H -3.8181 0.8170 1.1670
H -2.4771 1.4767 0.9257
O 0.5945 3.7315 -0.7101
H -0.2468 3.4173 -0.3789
H 1.2366 3.4110 -0.0767
O -0.4628 -4.0610 1.1119
H -0.8034 -4.7349 1.7001
H -1.2386 -3.5808 0.8224
O 3.5078 0.6249 0.5990
H 2.8207 0.1502 1.0667
H 4.3217 0.3403 1.0148
O 1.7512 -0.5215 2.4014
H 1.8858 -1.4388 2.6393
H 0.8373 -0.3469 2.6263
O -1.8694 3.3162 0.3978
H -2.2102 3.7514 1.1792
H -2.3930 3.6695 -0.3214
O 0.7111 1.9251 -2.6763
H 1.6318 1.6687 -2.7300
H 0.6838 2.5767 -1.9757
O -0.8113 -0.3725 -2.8706
H -0.2698 0.4129 -2.7920
H -1.6090 -0.1637 -2.3845
```

Calculated values
- Kohn-Sham gap: 0.341 Ha
- LUMO level: -0.6 eV
- HOMO level: -9.89 eV
- Charge: 0
- 2S+1: 1


--- C ---
H24HeO12 | ωB97M-V/def2-TZVPD

XYZ file:
```
37
Properties=species:S:1:pos:R:3
He 6.6227 9.6466 16.6550
O 4.2747 8.8628 17.6978
H 5.0805 8.5339 18.0963
H 4.1797 9.7496 18.0453
O 5.4271 11.7855 15.2299
H 6.3736 11.6935 15.1213
H 5.0523 11.2705 14.5153
O 9.8028 9.8519 18.5328
H 9.8657 9.9643 19.4813
H 9.5803 10.7222 18.2022
O 4.8332 7.8524 14.8604
H 4.4399 8.3499 15.5774
H 4.6689 8.3835 14.0813
O 8.1123 11.6614 14.3203
H 8.7678 12.3207 14.5481
H 8.6045 10.8422 14.2667
O 8.8321 12.4375 17.9107
H 8.0115 12.8347 18.2023
H 9.3585 13.1743 17.6007
O 7.6288 7.7901 14.8655
H 6.6750 7.8378 14.9301
H 7.9219 7.6222 15.7611
O 8.4061 7.5861 17.5028
H 9.0744 8.1435 17.9015
H 7.6890 7.5803 18.1368
O 6.0641 13.8088 17.2873
H 6.1541 14.7391 17.0808
H 5.8514 13.3967 16.4499
O 9.7547 9.3750 14.4148
H 10.3040 9.2618 15.1905
H 8.9702 8.8585 14.5988
O 4.5837 11.6135 18.5383
H 4.8111 11.9924 19.3874
H 4.9827 12.2026 17.8980
O 6.4259 8.0475 19.7371
H 6.0534 7.2273 20.0607
H 6.1823 8.6981 20.3955
```

Calculated values
- Kohn-Sham gap: 0.381 Ha
- LUMO level: 0.0 eV
- HOMO level: -10.40 eV
- Charge: 0
- 2S+1: 1


C takes first place; second place is 0.0203 hartree up.


--- A ---
C9H12N2 | ωB97M-V/def2-TZVPD

XYZ file:
```
23
Properties=species:S:1:pos:R:3
C -2.5604 2.2390 0.1173
C -2.2701 1.1134 -0.0748
C -2.2035 -0.3050 -0.4302
N -1.0886 -1.0667 -0.0939
C -0.8665 -1.3898 1.2568
C 0.0220 -1.1346 -1.0451
C 1.1630 -0.2215 -0.5991
C 2.4102 -0.6194 -0.1375
C 3.0729 0.5414 0.3358
C 2.2406 1.6027 0.1211
N 1.0779 1.1022 -0.4135
H -2.6636 3.3045 0.3438
H -2.3751 -0.3808 -1.5182
H -3.1849 -0.7498 -0.0858
H -0.6159 -0.4405 1.8600
H -1.8147 -1.7685 1.6941
H -0.0212 -2.0722 1.3375
H 0.4465 -2.1684 -0.9753
H -0.3986 -0.8346 -2.0594
H 2.8650 -1.6165 -0.1791
H 4.1155 0.4822 0.6805
H 2.3690 2.6830 0.4014
H 0.2805 1.6997 -0.5364
```

Calculated values
- Kohn-Sham gap: 0.321 Ha
- LUMO level: 0.8 eV
- HOMO level: -7.90 eV
- SMILES string: C#CCN(C)Cc1ccc[nH]1
- Charge: 0
- 2S+1: 1


--- B ---
C9H12N2 | ωB97M-V/def2-TZVPD

XYZ file:
```
23
Properties=species:S:1:pos:R:3
C 3.0744 -0.9350 0.1387
N 1.7640 -0.8565 -0.5195
N 1.6500 0.2732 -1.3913
C 0.9023 0.1973 -0.2244
C 1.2976 1.4030 0.9012
C -0.5339 -0.0106 -0.1633
C -1.4001 1.0729 -0.4429
C -2.8041 0.9088 -0.4023
C -3.3454 -0.2576 0.0438
C -2.5056 -1.3716 0.2436
C -1.1458 -1.2433 0.1638
H 3.5725 -1.6752 -0.4951
H 3.5531 0.0653 0.2754
H 2.8840 -1.3607 1.1764
H 1.3594 -0.0150 -2.3520
H 0.4221 1.8485 1.2954
H 1.7443 2.1630 0.3489
H 1.9351 0.9045 1.5228
H -1.0906 1.9819 -0.6925
H -3.3496 1.7346 -0.5476
H -4.4534 -0.2984 0.2280
H -3.0219 -2.3403 0.6049
H -0.5080 -2.1888 0.2881
```

Calculated values
- Kohn-Sham gap: 0.367 Ha
- LUMO level: 1.0 eV
- HOMO level: -8.97 eV
- SMILES string: CN1N[C@@]1(C)c1ccccc1
- Charge: 0
- 2S+1: 1


A takes first place; second place is 0.0124 hartree up.